Entry 1:
ORCA calculation (ωB97M-V with the def2-TZVPD basis set) on the molecule C5H9NO.

```
16
Properties=species:S:1:pos:R:3:nbo_charge:R:1
N 2.6538 0.5549 0.3117 -0.6819
C 1.4305 0.3872 0.0355 0.5732
C 0.8121 -0.9545 -0.2114 -0.4868
C -0.5346 -1.1341 0.5017 -0.3988
C -1.4268 -0.1798 -0.2888 -0.4279
C -0.8378 1.2271 -0.0769 -0.0670
O 0.5803 1.4219 -0.2257 -0.5251
H 2.8796 1.5517 0.3364 0.3450
H 0.5398 -0.8900 -1.2720 0.2132
H 1.5430 -1.7481 -0.0878 0.2415
H -0.5040 -0.8424 1.5615 0.2052
H -0.8565 -2.1800 0.4692 0.2179
H -1.4515 -0.5462 -1.3253 0.2023
H -2.4726 -0.1213 0.0313 0.2195
H -1.0705 1.4716 0.9662 0.1711
H -1.2848 1.9820 -0.7255 0.1986
```

net charge: 0
maximum force: 0.6 eV Å⁻¹
SMILES: [H]/N=C1/CCCCO1
relative energy (zero: lowest compared OMol25 entry of this formula, charge and spin): 26.1 kcal/mol
HOMO-LUMO gap: 10.773 eV


Entry 2:
ORCA calculation (ωB97M-V with the def2-TZVPD basis set) on a cluster of 2 separate species, C3H5NO2S in total.

```
12
Properties=species:S:1:pos:R:3:nbo_charge:R:1
C -0.7004 1.8437 0.2825 -0.3190
C 0.2131 1.0270 -0.2127 -0.2559
C -0.0961 -0.3925 -0.5626 0.4029
N 0.7202 -0.9957 -1.2778 -0.2845
O -1.2416 -0.8560 -0.0527 -0.6748
O 0.1741 -4.2896 0.3844 -0.8166
S -0.4397 -3.7939 -1.0456 0.3127
H -0.4486 2.8604 0.5347 0.2067
H -1.7156 1.5255 0.4524 0.2157
H 1.2356 1.3166 -0.4054 0.2265
H -1.3282 -1.8049 -0.2808 0.4949
H 1.0382 -4.7024 0.2627 0.4915
```

net charge: 0
maximum force: 2.4 eV Å⁻¹
relative energy (zero: lowest compared OMol25 entry of this formula, charge and spin): 117.2 kcal/mol
HOMO-LUMO gap (spin up / spin down): 5.980 / 5.979 eV


Entry 3:
ORCA calculation (ωB97M-V with the def2-TZVPD basis set) on the molecule C3H4O3.

```
10
Properties=species:S:1:pos:R:3:nbo_charge:R:1
O -0.2025 -0.0365 -2.3072 -0.5341
C -0.2412 -0.1512 -1.1249 0.9812
O 0.4028 -1.2337 -0.4741 -0.5276
C 1.7213 -1.3023 -0.4117 0.1728
C -0.7310 0.6010 1.1086 -0.2641
O -0.9191 0.6389 -0.3117 -0.4855
H -0.4438 -0.4027 1.4145 0.2071
H 2.0607 -0.3262 -0.8532 0.0484
H -1.6816 0.8837 1.5639 0.2082
H 0.0345 1.3289 1.3959 0.1935
```

net charge: 0
maximum force: 0.6 eV Å⁻¹
relative energy (zero: lowest compared OMol25 entry of this formula, charge and spin): 94.0 kcal/mol
HOMO-LUMO gap: 9.482 eV


Entry 4:
ORCA calculation (ωB97M-V with the def2-TZVPD basis set) on the molecule C12H21BrFIO.

```
37
Properties=species:S:1:pos:R:3:nbo_charge:R:1
C 1.4799 -2.8754 -1.3201 -0.6130
C 0.6220 -2.6604 -0.0160 -0.4598
C 0.9535 -1.2344 0.5477 0.2082
F 1.3510 -1.2422 1.8928 -0.3656
C -0.1906 -0.1474 0.3044 -0.1052
Br -1.1983 -0.3358 -1.3715 0.0606
C -1.1790 -0.1348 1.5447 -0.2834
C -2.7332 -0.2856 1.3097 -0.4073
C -3.1398 -1.8002 1.0819 -0.6334
C -1.0870 1.2782 2.2953 -0.0561
O 0.0463 1.9592 1.7109 -0.5447
C 0.5837 1.2029 0.6127 0.0779
C 0.7549 2.2913 -0.5119 -0.4141
C 1.4222 1.7691 -1.8459 -0.4528
C 2.2356 2.9461 -2.4959 -0.4885
I 2.5620 2.6730 -4.6476 0.0449
H 1.4300 -3.9123 -1.7267 0.2212
H 2.5561 -2.6586 -1.0751 0.2052
H 1.1608 -2.1207 -2.0890 0.2150
H -0.4736 -2.8296 -0.1753 0.2229
H 0.9576 -3.4032 0.7599 0.2263
H 1.8421 -0.8605 -0.0283 0.1673
H -0.9967 -0.8668 2.3745 0.2366
H -3.2212 0.0236 2.2759 0.2085
H -3.1478 0.4093 0.5364 0.2190
H -3.9565 -2.0455 1.8172 0.2111
H -3.5745 -2.0051 0.0747 0.2199
H -2.3052 -2.5043 1.3430 0.2072
H -1.9871 1.8177 1.8900 0.1651
H -1.0694 1.2592 3.4104 0.1983
H 1.6370 1.0258 0.9616 0.1984
H -0.1998 2.8583 -0.6863 0.2203
H 1.4642 3.0589 -0.0898 0.2143
H 0.5777 1.5493 -2.5537 0.2246
H 2.0214 0.8365 -1.7121 0.2083
H 1.5891 3.8592 -2.4270 0.2203
H 3.2125 3.1052 -1.9714 0.2225
```

net charge: 0
maximum force: 3.7 eV Å⁻¹
SMILES: CC[C@@H]1CO[C@H](CCCI)[C@@]1(Br)[C@@H](F)CC
HOMO-LUMO gap: 9.755 eV


Entry 5:
ORCA calculation (ωB97M-V with the def2-TZVPD basis set) on a cluster of 2 separate species, C2H3ClSi in total.

```
7
Properties=species:S:1:pos:R:3:nbo_charge:R:1
C 0.0612 0.9357 -0.0429 -0.5093
C 0.9365 0.0007 -0.0800 -0.4482
Si -0.8952 -0.7032 -0.0091 0.9267
Cl 2.5651 0.0519 0.0346 0.0799
H -0.2373 2.4661 0.0995 0.2100
H -0.8852 -1.5274 1.2891 -0.1268
H -1.5451 -1.2238 -1.2912 -0.1323
```

net charge: 0
maximum force: 6.6 eV Å⁻¹
relative energy (zero: lowest compared OMol25 entry of this formula, charge and spin): 94.9 kcal/mol
HOMO-LUMO gap: 9.055 eV


Entry 6:
ORCA calculation (ωB97M-V with the def2-TZVPD basis set) on a cluster of 2 separate species, C3H6Br2S in total.

```
12
Properties=species:S:1:pos:R:3:nbo_charge:R:1
C -1.2126 0.7987 -1.3540 -0.7197
C 2.1578 -0.6785 1.2012 -0.6393
C -1.7476 0.3941 -0.0368 -0.1893
S -1.3230 1.0225 1.3821 0.0986
Br 1.5937 -1.5576 -0.4236 -0.0231
Br -3.0109 -1.0579 -0.1422 0.0624
H -0.6598 1.7315 -1.2701 0.2404
H -0.5410 0.0185 -1.7228 0.2614
H -2.0137 0.8990 -2.0886 0.2401
H 1.4122 -0.8779 1.9641 0.2243
H 3.1227 -1.0779 1.4895 0.2214
H 2.2221 0.3856 1.0013 0.2228
```

net charge: 0
maximum force: 0.8 eV Å⁻¹
SMILES: CC(=S)Br.CBr
relative energy (zero: lowest compared OMol25 entry of this formula, charge and spin): 1.1 kcal/mol
HOMO-LUMO gap: 8.642 eV